ORCA calculation (the ωB97M-V functional and the def2-TZVPD basis) on a molecular structure, C27H33F3LuN9O7P2S.

Each line ends with the Mulliken charge.
CARTESIAN COORDINATES (ANGSTROEM)
Lu  -0.351  0.703  0.681  2.840
S  1.694  -1.919  0.443  -0.587
P  -1.729  2.263  2.437  -0.397
P  -3.443  1.814  0.226  0.520
F  2.344  -5.064  3.632  -0.326
F  3.461  -3.968  2.145  -0.235
F  1.568  -4.877  1.628  -0.221
O  -4.175  2.609  -0.755  -0.780
O  -0.329  2.525  1.928  -0.257
O  -2.827  2.818  1.421  -0.390
O  -4.404  0.857  1.060  -0.589
O  -2.226  0.988  -0.216  -0.052
O  -1.979  3.099  3.755  -0.574
O  -1.940  0.780  2.587  -0.276
N  -1.195  2.670  -3.403  -0.084
N  -2.544  -2.843  -1.094  -0.064
N  0.552  -0.817  2.549  0.180
N  3.179  3.306  -0.033  0.179
N  4.406  1.368  -0.062  0.197
N  0.117  -0.377  -1.807  0.395
N  -0.311  2.404  -1.386  0.451
N  -1.446  -1.564  0.336  0.883
N  2.123  1.263  0.518  -0.200
C  -4.733  -3.620  1.800  -0.550
C  0.209  -0.723  3.842  -0.618
C  -2.505  5.873  -2.091  -0.512
C  -4.022  -2.829  2.718  -0.770
C  -0.058  0.506  -2.959  -1.318
C  -0.477  -1.714  -1.935  -1.769
C  4.531  -0.072  -0.175  -1.122
C  1.503  -2.954  3.015  0.042
C  -1.545  3.815  -2.706  0.676
C  -1.002  3.636  -1.439  -0.314
C  3.715  3.841  -1.279  -1.013
C  3.173  1.941  0.156  0.611
C  -1.254  4.590  -0.451  0.326
C  -2.520  -2.165  1.001  0.156
C  -1.997  5.700  -0.795  -1.297
C  1.127  -2.836  4.334  -0.268
C  -1.501  -1.997  -0.886  0.559
C  2.131  4.118  0.548  -0.962
C  0.475  -1.691  4.774  -0.998
C  1.227  -1.906  2.098  0.232
C  -3.223  -2.973  0.110  0.568
C  2.219  -4.209  2.588  0.638
C  -0.502  1.871  -2.553  0.369
C  5.642  2.046  0.316  -1.259
C  -2.912  -2.099  2.337  -0.264
C  -4.341  -3.711  0.478  -1.130
C  -2.289  4.928  -3.073  -1.182
H  1.351  4.316  -0.180  0.224
H  -2.711  5.033  -4.065  0.419
H  -4.881  -4.329  -0.231  0.422
H  -5.601  -4.174  2.136  0.393
H  1.096  -0.472  -1.580  0.022
H  2.915  3.960  -2.018  0.219
H  -2.776  -3.288  -1.962  0.221
H  -0.321  0.175  4.122  0.446
H  2.557  5.075  0.860  0.387
H  1.694  3.617  1.405  0.260
H  4.474  3.183  -1.691  0.410
H  6.339  2.084  -0.524  0.332
H  -3.098  6.750  -2.317  0.397
H  2.414  0.328  0.799  -0.826
H  0.173  -1.564  5.805  0.469
H  -2.214  6.447  -0.040  0.414
H  1.344  -3.638  5.025  0.524
H  -1.531  2.404  -4.311  0.248
H  -3.879  0.347  1.705  0.382
H  5.434  3.057  0.648  0.391
H  -0.905  4.446  0.561  0.558
H  -2.919  3.266  3.916  0.321
H  -0.806  0.092  -3.634  0.453
H  0.866  0.591  -3.532  0.333
H  5.460  -0.301  -0.699  0.367
H  4.552  -0.570  0.802  0.381
H  6.128  1.505  1.133  0.394
H  3.702  -0.491  -0.736  0.249
H  -4.353  -2.795  3.749  0.457
H  -0.915  -1.853  -2.925  0.412
H  0.295  -2.470  -1.810  0.359
H  4.161  4.821  -1.106  0.314
H  -2.364  -1.490  3.043  0.207

Its LUMO energy is 0.21 eV. The value obtained for the gap between HOMO and LUMO is 7.7 eV. The charge is 0.



ORCA calculation (the ωB97M-V functional and the def2-TZVPD basis) on a molecular structure, C27H33F6N7O5S2V.

Each line ends with the Mulliken charge.
CARTESIAN COORDINATES (ANGSTROEM)
V  0.172  -0.280  -0.192  -0.063
S  4.465  0.322  1.582  0.994
S  2.806  2.004  0.286  1.537
F  6.744  -0.673  0.901  -0.216
F  2.143  4.022  1.826  -0.191
F  6.846  1.417  1.485  -0.223
F  6.034  0.867  -0.449  -0.203
F  3.589  4.473  0.270  -0.226
F  1.509  4.149  -0.250  -0.198
O  3.362  1.932  -1.040  -0.837
O  1.476  1.418  0.472  -0.765
O  4.742  -0.063  2.927  -0.667
O  -1.027  -1.369  -1.278  -0.445
O  3.809  -0.613  0.694  -0.814
N  -3.275  -1.951  1.443  -0.006
N  -1.134  1.096  -0.771  1.707
N  -1.030  1.947  1.900  0.132
N  1.417  0.053  -2.221  -0.284
N  3.820  1.771  1.481  -0.750
N  1.485  -2.141  -0.421  -0.399
N  -1.528  0.713  -2.067  -0.743
C  -2.182  -2.214  -6.095  -0.384
C  2.424  -1.022  -2.347  -0.625
C  -1.733  -1.129  -3.568  0.388
C  -1.094  4.212  1.161  -1.262
C  -1.415  2.350  -0.460  0.476
C  -0.831  -2.259  2.062  1.930
C  -0.125  -1.084  1.690  0.976
C  0.395  -2.524  4.133  -0.893
C  2.495  3.785  0.569  0.351
C  0.796  -0.647  2.675  -0.722
C  6.130  0.507  0.825  0.565
C  1.857  -2.324  -1.833  -0.629
C  -1.780  -2.508  -3.743  -0.176
C  -1.431  -0.570  -2.226  -0.147
C  -1.962  3.329  -1.467  -2.060
C  -0.787  2.389  3.129  -0.109
C  -1.904  -0.294  -4.671  -0.312
C  -2.009  -3.049  -5.000  -0.923
C  -2.127  -0.835  -5.927  -0.786
C  -0.576  -2.955  3.248  -0.525
C  -0.835  4.654  2.444  -0.532
C  -3.771  -2.048  2.840  -0.823
C  -1.977  -2.744  1.224  -0.919
C  -3.149  -0.519  1.016  -0.590
C  -1.168  2.836  0.903  1.029
C  1.066  -1.342  3.846  -1.221
C  -0.668  3.728  3.463  -1.015
H  1.317  0.292  2.525  0.802
H  -1.161  3.972  -1.858  0.288
H  -0.676  1.621  3.894  0.406
H  1.892  0.939  -2.087  0.179
H  0.843  0.126  -3.050  0.285
H  -2.714  3.977  -1.014  0.457
H  3.286  -0.740  -1.743  0.067
H  1.816  -0.964  4.533  0.501
H  -2.272  -0.070  1.468  0.270
H  2.585  -3.122  -1.984  0.547
H  -2.252  -0.181  -6.781  0.406
H  -3.962  -2.381  0.832  0.378
H  -1.632  -3.147  -2.881  0.376
H  2.306  -1.868  0.123  0.281
H  -1.131  -3.866  3.466  0.387
H  0.615  -3.083  5.035  0.397
H  -2.402  2.802  -2.304  0.438
H  -2.228  -3.783  1.451  0.595
H  -0.448  4.034  4.478  0.426
H  -2.354  -2.636  -7.078  0.387
H  0.954  -2.571  -2.390  0.176
H  -3.002  -0.482  -0.062  -0.013
H  -2.042  -4.124  -5.129  0.407
H  -4.055  0.012  1.306  0.369
H  -0.746  5.715  2.646  0.401
H  -4.758  -1.595  2.901  0.326
H  -3.819  -3.092  3.137  0.351
H  1.127  -2.995  -0.015  0.311
H  -1.856  0.778  -4.522  0.426
H  2.764  -1.156  -3.374  0.499
H  -3.074  -1.521  3.485  0.347
H  -1.208  4.922  0.354  0.396
H  -1.774  -2.628  0.166  -0.274

Its LUMO energy (alpha / beta) is -0.21 / -0.21 eV. The spin multiplicity is 2. The value obtained for the gap between HOMO and LUMO (alpha / beta) is 5.1 / 5.5 eV. The charge is 0. As for the expectation value of S²: 0.833.



ORCA calculation (the ωB97M-V functional and the def2-TZVPD basis) on a single C27H33FN2O3 molecule.

Each line ends with the Mulliken charge.
CARTESIAN COORDINATES (ANGSTROEM)
F  7.189  -0.336  -1.313  -0.349
O  1.635  -0.659  2.957  -0.676
O  -0.438  -2.925  -1.757  -0.687
O  -4.325  2.272  -1.032  -0.444
N  1.578  0.690  1.163  0.224
N  0.240  -1.815  0.065  0.281
C  4.522  1.767  -0.094  -0.361
C  2.762  1.380  1.673  -1.555
C  -3.059  -1.583  -0.245  0.804
C  4.552  -0.284  1.149  -0.224
C  -2.412  2.265  0.485  -0.595
C  2.042  -0.920  -1.370  -0.533
C  3.985  0.962  0.901  0.520
C  1.146  -0.374  1.876  -0.332
C  -0.702  -2.480  -0.656  0.671
C  5.605  1.339  -0.842  -0.637
C  -5.093  2.994  -0.099  -0.871
C  -2.309  1.307  -1.713  -1.078
C  -2.057  -2.714  -0.013  -1.222
C  1.813  0.381  -1.287  -0.688
C  5.629  -0.730  0.408  -0.744
C  -0.348  1.301  -0.323  -0.475
C  1.152  1.134  -0.159  0.930
C  -0.015  -1.211  1.351  0.062
C  -4.455  -1.968  0.241  -1.468
C  -7.789  0.018  0.508  -1.209
C  -1.078  1.943  0.668  -0.789
C  -5.416  -0.784  0.186  -0.003
C  -6.846  -1.179  0.543  -0.529
C  6.138  0.091  -0.582  0.354
C  1.619  -1.961  -0.379  -1.645
C  -3.037  1.967  -0.722  0.797
C  -0.987  0.974  -1.514  -0.291
H  -4.395  -2.334  1.269  0.409
H  -6.861  -1.626  1.540  0.330
H  -8.807  -0.289  0.736  0.410
H  -2.451  -3.620  -0.480  0.605
H  -6.066  3.135  -0.566  0.241
H  -4.842  -2.781  -0.376  0.403
H  4.100  2.743  -0.287  0.400
H  -7.781  0.479  -0.477  0.295
H  4.145  -0.901  1.936  0.461
H  -3.096  -1.352  -1.311  0.311
H  -5.399  -0.349  -0.816  0.352
H  1.541  2.162  -0.229  0.689
H  -1.944  -2.899  1.056  0.254
H  2.863  1.097  2.723  0.675
H  6.078  -1.694  0.589  0.449
H  -2.805  1.073  -2.641  0.439
H  -0.906  -0.580  1.298  0.135
H  -2.943  2.763  1.281  0.445
H  -5.222  2.438  0.835  0.282
H  2.561  -1.298  -2.239  0.437
H  -5.070  -0.016  0.883  0.129
H  2.273  -1.946  0.498  0.568
H  6.034  1.956  -1.616  0.437
H  -7.196  -1.935  -0.163  0.360
H  -0.176  -1.979  2.122  0.744
H  2.146  1.016  -2.098  0.436
H  -0.598  2.201  1.602  0.377
H  -0.444  0.459  -2.291  0.411
H  2.603  2.459  1.603  0.464
H  -2.738  -0.679  0.275  -0.457
H  -4.648  3.970  0.116  0.391
H  -7.486  0.766  1.239  0.272
H  1.701  -2.942  -0.857  0.612

The SMILES is CCCCCCC(=O)N1C/C=C\[C@@H](c2ccc(OC)cc2)N(Cc2ccc(F)cc2)C(=O)C1. Its LUMO energy is 0.59 eV. The value obtained for the gap between HOMO and LUMO is 9.3 eV. The charge is 0.